C4H12N2O | ωB97M-V/def2-TZVPD

Structure (XYZ):
```
19
Properties=species:S:1:pos:R:3:forces:R:3
C -0.3893 -0.3431 -0.3515 -1.03 0.51 1.24
C -0.6092 0.8477 -1.2621 0.92 -0.17 -1.00
C -0.7126 0.4181 -2.7189 0.36 0.19 0.03
O 0.5256 1.7090 -1.1852 -0.44 0.07 -0.02
N 0.0361 0.0952 0.9881 0.21 0.40 -0.23
C 0.8573 -0.8984 1.6642 -0.22 -0.20 -0.55
N 1.0605 -0.6366 3.0448 0.22 -0.52 0.60
H 0.3745 -1.0032 -0.7310 0.22 -0.20 -0.35
H -1.3513 -0.8681 -0.2449 0.24 -0.35 -0.35
H -1.5141 1.3802 -1.0069 -0.40 0.29 0.44
H 0.2404 -0.0370 -2.9851 -0.01 -0.19 -0.12
H -1.5236 -0.2773 -2.9133 -0.10 -0.13 0.12
H -0.8356 1.2795 -3.3744 -0.09 0.08 0.10
H 0.6612 1.8490 -0.2394 0.20 -0.09 0.10
H -0.7459 0.3615 1.5728 -0.11 -0.21 -0.03
H 1.7899 -0.9727 1.0970 0.17 0.21 0.04
H 0.4069 -1.9002 1.5737 -0.01 0.00 0.20
H 1.1087 0.2955 3.4162 -0.02 0.10 -0.36
H 0.6201 -1.2991 3.6558 -0.11 0.22 0.14
```
Positions in Å, forces in eV/Å.

Values from the calculation:
- highest occupied orbital energy (Eh) = -0.331
- HOMO-LUMO gap (Eh) = 0.3680
- E_tot (a.u.) = -344.33766
- structure (SMILES) = C[C@H](O)CNCN